(1)
{"formula": "BH4S", "method": "wB97M-V/def2-TZVPD", "elements": ["B", "S", "H", "H", "H", "H"], "positions_angstrom": [[0.555, 0.005, -0.009], [-1.239, -0.738, 0.003], [0.761, 0.618, 1.018], [0.661, 0.709, -0.986], [1.272, -0.973, -0.080], [-2.010, 0.379, 0.053]], "orbital_gap_ha": 0.260, "spin_multiplicity": 1, "total_charge": -1}


(2)
{"formula": "C44H106N2O20", "method": "wB97M-V/def2-TZVPD", "elements": ["C", "O", "C", "C", "O", "C", "C", "O", "C", "H", "H", "H", "H", "H", "H", "H", "H", "H", "H", "H", "H", "H", "H", "C", "O", "C", "C", "O", "C", "C", "O", "C", "H", "H", "H", "H", "H", "H", "H", "H", "H", "H", "H", "H", "H", "H", "C", "O", "C", "C", "O", "C", "C", "O", "C", "H", "H", "H", "H", "H", "H", "H", "H", "H", "H", "H", "H", "H", "H", "C", "O", "C", "C", "O", "C", "C", "O", "C", "H", "H", "H", "H", "H", "H", "H", "H", "H", "H", "H", "H", "H", "H", "C", "O", "C", "C", "O", "C", "C", "O", "C", "H", "H", "H", "H", "H", "H", "H", "H", "H", "H", "H", "H", "H", "H", "C", "O", "C", "C", "O", "C", "C", "O", "C", "H", "H", "H", "H", "H", "H", "H", "H", "H", "H", "H", "H", "H", "H", "C", "C", "C", "O", "C", "N", "H", "H", "H", "H", "H", "H", "H", "H", "H", "H", "H", "C", "C", "C", "O", "C", "N", "H", "H", "H", "H", "H", "H", "H", "H", "H", "H", "H"], "positions_angstrom": [[-8.188, 1.056, 2.077], [-7.316, -0.040, 2.230], [-7.724, -1.194, 1.518], [-7.152, -2.502, 2.246], [-5.870, -2.155, 2.727], [-5.368, -3.272, 3.440], [-3.929, -2.831, 3.556], [-3.835, -1.463, 3.715], [-2.426, -1.141, 3.868], [-9.165, 0.815, 2.496], [-8.283, 1.447, 1.065], [-7.676, 1.794, 2.695], [-7.434, -1.004, 0.485], [-8.812, -1.266, 1.521], [-7.133, -3.194, 1.404], [-7.855, -2.904, 2.976], [-5.331, -4.199, 2.867], [-5.803, -3.433, 4.427], [-3.375, -3.179, 2.684], [-3.501, -3.404, 4.379], [-1.909, -1.526, 2.989], [-2.128, -1.531, 4.841], [-2.387, -0.069, 3.678], [-2.109, -10.156, -3.312], [-1.374, -9.220, -4.042], [-1.598, -7.873, -3.639], [-0.718, -6.846, -4.485], [-1.009, -5.539, -4.119], [0.015, -4.603, -4.468], [-0.314, -3.092, -4.032], [-1.460, -2.646, -4.732], [-2.261, -1.764, -3.986], [-1.668, -11.080, -3.685], [-3.163, -9.966, -3.515], [-2.049, -10.170, -2.223], [-1.540, -7.691, -2.566], [-2.617, -7.517, -3.787], [-0.780, -6.871, -5.573], [0.325, -7.114, -4.320], [0.314, -4.500, -5.511], [0.937, -4.860, -3.945], [0.565, -2.498, -4.282], [-0.531, -2.892, -2.982], [-2.638, -2.028, -2.998], [-3.136, -1.574, -4.607], [-1.658, -0.860, -3.901], [3.160, 4.924, -2.304], [2.577, 4.097, -1.279], [3.197, 4.261, 0.037], [3.385, 5.596, 0.692], [2.221, 6.434, 0.788], [0.992, 5.960, 1.345], [1.118, 5.899, 2.887], [1.810, 4.782, 3.364], [1.286, 4.166, 4.559], [4.208, 4.679, -2.475], [3.016, 5.981, -2.083], [2.573, 4.671, -3.187], [4.197, 3.860, -0.127], [2.756, 3.603, 0.786], [4.211, 6.003, 0.108], [3.775, 5.543, 1.709], [0.814, 4.924, 1.059], [0.155, 6.531, 0.943], [0.107, 5.984, 3.287], [1.546, 6.837, 3.242], [1.925, 3.407, 5.010], [0.330, 3.717, 4.290], [1.127, 4.967, 5.282], [3.838, -1.139, 2.793], [4.536, -1.792, 1.746], [5.566, -1.099, 1.066], [5.433, -0.858, -0.390], [4.377, 0.029, -0.750], [4.594, 0.858, -1.905], [5.837, 1.788, -1.963], [7.127, 1.216, -2.387], [7.460, 1.242, -3.745], [3.494, -0.164, 2.447], [4.457, -1.098, 3.689], [3.113, -1.863, 3.163], [6.391, -1.805, 1.166], [5.913, -0.232, 1.627], [5.429, -1.849, -0.844], [6.412, -0.466, -0.668], [3.740, 1.522, -2.034], [4.566, 0.335, -2.861], [6.085, 2.088, -0.945], [5.653, 2.652, -2.602], [8.516, 1.028, -3.908], [7.447, 2.299, -4.011], [6.790, 0.769, -4.462], [-4.392, -1.384, 0.273], [-4.557, -0.531, 1.349], [-4.850, 0.788, 0.915], [-4.375, 1.809, 1.996], [-4.725, 1.321, 3.286], [-4.756, 2.402, 4.192], [-3.362, 2.938, 4.606], [-2.469, 3.554, 3.651], [-2.752, 4.925, 3.295], [-4.278, -2.424, 0.582], [-3.468, -1.010, -0.169], [-5.196, -1.375, -0.462], [-5.905, 0.939, 0.686], [-4.459, 1.118, -0.048], [-4.889, 2.755, 1.826], [-3.286, 1.843, 1.998], [-5.273, 2.172, 5.124], [-5.409, 3.174, 3.787], [-2.764, 2.099, 4.963], [-3.487, 3.622, 5.446], [-3.071, 5.632, 4.061], [-3.518, 4.873, 2.521], [-1.843, 5.399, 2.926], [1.176, -3.991, -0.524], [2.217, -4.316, -1.551], [3.370, -3.636, -1.401], [4.437, -4.317, -2.176], [4.888, -5.511, -1.544], [5.898, -5.429, -0.538], [7.313, -5.172, -1.012], [7.569, -3.916, -1.700], [8.860, -3.506, -1.523], [1.501, -4.129, 0.507], [0.212, -4.433, -0.778], [1.017, -2.930, -0.714], [3.711, -3.550, -0.369], [3.300, -2.621, -1.792], [5.293, -3.672, -2.375], [4.071, -4.656, -3.145], [5.878, -6.231, 0.200], [5.568, -4.665, 0.167], [7.651, -5.899, -1.750], [8.015, -5.388, -0.206], [9.676, -4.086, -1.954], [9.074, -3.399, -0.459], [9.011, -2.539, -2.003], [-1.031, 0.660, -1.086], [0.382, 0.353, -0.566], [0.349, -0.510, 0.725], [-0.565, -0.023, 1.749], [-0.179, 1.293, 2.265], [1.083, -0.337, -1.569], [-1.558, -0.284, -1.224], [-1.102, 1.071, -2.093], [-1.628, 1.297, -0.432], [0.962, 1.253, -0.363], [1.381, -0.509, 1.076], [0.025, -1.512, 0.444], [-0.098, 2.233, 1.719], [0.841, 1.258, 2.647], [-0.711, 1.426, 3.207], [1.924, -0.690, -1.136], [1.433, 0.177, -2.365], [-1.040, 4.545, -1.197], [-2.554, 4.693, -0.798], [-3.281, 5.658, -1.797], [-2.689, 6.913, -1.754], [-3.020, 7.700, -0.607], [-3.118, 3.383, -0.806], [-0.560, 3.712, -0.682], [-0.378, 5.407, -1.121], [-0.984, 4.232, -2.240], [-2.590, 5.137, 0.197], [-4.355, 5.675, -1.615], [-3.094, 5.336, -2.821], [-2.369, 7.448, 0.231], [-4.060, 7.503, -0.346], [-2.969, 8.778, -0.759], [-3.145, 2.885, -1.684], [-4.119, 3.460, -0.697]], "e_above_lowest_kj_mol": 381.3, "orbital_gap_ha": 0.336, "spin_multiplicity": 1, "smiles": "COC[C@H](C)N.COC[C@H](C)N.COCCOCCOC.COCCOCCOC.COCCOCCOC.COCCOCCOC.COCCOCCOC.COCCOCCOC"}


(3)
{"formula": "C5H6O", "method": "wB97M-V/def2-TZVPD", "elements": ["O", "C", "C", "C", "C", "C", "H", "H", "H", "H", "H", "H"], "positions_angstrom": [[1.727, 0.870, 1.559], [1.096, 0.930, 0.559], [0.658, 1.620, -0.496], [-1.088, -0.505, 0.611], [-0.803, -1.210, -0.656], [0.118, -1.025, 0.509], [1.184, 2.528, -0.765], [-0.053, 1.228, -1.181], [-1.813, 0.029, 1.213], [-0.621, -0.675, -1.582], [-1.261, -2.183, -0.814], [0.856, -1.608, 1.043]], "e_above_lowest_kj_mol": 410.3, "orbital_gap_ha": 0.325, "spin_multiplicity": 1, "smiles": "C1=CC1.C=C=O"}